The molecule C4H7F in a non-equilibrium geometry. Source: OMol25; level of theory: the ωB97M-V functional and the def2-TZVPD basis.

Properties
- HOMO-LUMO gap: 10.266 eV
- ΔE to the lowest compared entry with this formula, charge and spin: 9.96 kcal/mol
- SMILES string: CC(C)=CF
- Molecular weight: 74.1 g mol⁻¹

Structure (XYZ):
```
12
Properties=species:S:1:pos:R:3:forces:R:3:nbo_charge:R:1
F 2.3782 -0.2295 0.1036 0.136 -1.096 -0.731 -0.35
C 0.2415 1.3602 -0.0412 -1.557 0.719 0.829 -0.64
C 0.1016 -0.1199 -0.0801 0.474 1.782 0.299 -0.06
C 1.1878 -0.8489 -0.1458 -0.226 -1.295 0.884 0.19
C -1.2287 -0.7031 0.0751 1.924 -2.950 -1.071 -0.62
H 1.2703 1.6511 -0.1229 0.275 0.418 -0.152 0.23
H -0.1769 1.7326 0.9419 0.462 -0.188 -0.951 0.21
H -1.6097 -0.6361 1.0601 -0.235 0.005 1.128 0.22
H -0.3964 1.8122 -0.8387 0.590 -0.178 0.490 0.21
H -0.9502 -1.7834 -0.1983 -1.636 1.047 0.465 0.21
H 1.0895 -1.9743 -0.1712 1.106 1.343 0.042 0.17
H -1.9069 -0.2610 -0.5826 -1.314 0.392 -1.231 0.21
```
Positions in Å, forces in eV/Å.